Entry from the OMol25 dataset: C53H49Cl3InN2O2P3 as an isolated structure at a distorted geometry (ωB97M-V/def2-TZVPD).

Cartesian coordinates (Å):
In 0.346702 -1.582980 0.405127
Cl -4.309896 -3.446795 6.162841
C -2.883309 -3.551274 5.076191
C -3.137132 -3.459470 3.650987
C -2.114125 -3.334358 2.779245
Cl -2.529442 -3.396433 1.062791
C -0.746537 -3.108506 3.176839
O 0.218085 -2.737525 2.426476
C -0.524629 -3.336737 4.601211
Cl 1.013434 -2.940247 5.215411
C -1.557443 -3.628901 5.490261
H -4.137363 -3.508941 3.171804
H -1.432950 -3.744904 6.548237
C 0.140521 3.986781 -1.104260
N -0.677383 4.633689 -0.072236
C -1.895224 3.889572 0.094343
P -1.489419 2.126819 0.614239
C -1.240587 2.026689 2.400360
C -0.081508 1.487366 3.005218
C -0.024713 1.436623 4.420868
C -1.118047 1.805228 5.158607
C -2.308772 2.254733 4.568981
C -2.400157 2.292922 3.168424
C -2.910744 1.097981 0.061949
C -3.291706 0.049354 0.883244
C -4.397833 -0.780159 0.605516
C -5.210831 -0.425214 -0.469392
C -4.820765 0.589703 -1.341198
C -3.679474 1.355485 -1.112295
C -0.369275 5.790114 0.524095
C 0.539174 6.697297 -0.171148
C 0.797116 7.978485 0.347056
C 0.176268 8.380287 1.526250
C -0.633544 7.523658 2.347732
C -0.824839 6.238648 1.867767
P 0.297441 2.061546 -0.734188
C 1.943096 1.975354 0.100710
C 2.964798 1.085939 -0.312974
C 4.289679 1.423713 -0.021308
C 4.622535 2.564409 0.716119
C 3.605945 3.330341 1.244212
C 2.292239 2.943081 1.076507
C 0.464483 1.277099 -2.322416
C -0.492118 0.352871 -2.696880
C -0.531427 -0.155083 -4.091294
C 0.555716 0.325291 -5.102743
C 1.548976 1.268488 -4.515174
C 1.518932 1.681206 -3.217385
H 1.055781 4.557686 -1.254911
H -0.422796 4.047728 -2.065726
H -2.490155 3.928705 -0.848836
H -2.655954 4.396156 0.788220
H 0.765670 1.194756 2.424057
H 0.872003 1.020737 4.946759
H -1.055322 1.789969 6.235967
H -3.066722 2.724918 5.154253
H -3.267360 2.630813 2.645115
H -2.614502 -0.203343 1.779989
H -4.712058 -1.589815 1.263741
H -6.089688 -1.022439 -0.713977
H -5.329508 0.811041 -2.304716
H -3.293580 2.117206 -1.816871
H 1.109984 6.388737 -1.009598
H 1.468315 8.713594 -0.123513
H 0.338490 9.410574 1.847391
H -1.152749 7.945160 3.204875
H -1.329583 5.519114 2.481025
H 2.798733 0.260809 -0.974764
H 5.095277 0.798327 -0.446746
H 5.653539 2.796174 0.937695
H 3.839175 4.336660 1.621060
H 1.460506 3.417783 1.682378
H -1.144523 0.011202 -1.939717
H -1.485176 -0.025294 -4.585790
H -0.027691 0.800904 -5.923385
H 2.454026 1.564990 -5.049338
H 2.276004 2.268674 -2.673843
C -2.256650 -2.802407 -2.170523
P -0.474035 -2.952549 -1.772919
C -0.007295 -4.662702 -1.672257
C 0.776102 -5.111430 -0.583698
C 1.109628 -6.469957 -0.506325
C 0.693163 -7.341097 -1.500363
C -0.154994 -6.903399 -2.519229
C -0.512958 -5.557550 -2.629515
C 0.461426 -2.326172 -3.220681
C 1.782105 -2.615937 -3.218616
C 2.657339 -2.273608 -4.349128
C 2.123976 -1.736270 -5.491151
C 0.784386 -1.164703 -5.489918
C -0.217243 -1.636577 -4.329316
H -2.302702 -2.719825 -3.241541
H -2.707722 -1.959269 -1.690929
H -2.788323 -3.709331 -1.863124
H 1.107920 -4.543369 0.286505
H 1.653016 -6.823180 0.396677
H 1.008747 -8.378821 -1.534984
H -0.564615 -7.626958 -3.326227
H -1.092355 -5.135114 -3.473336
H 2.282358 -3.054313 -2.390081
H 3.666449 -2.625642 -4.378326
H 2.802228 -1.509285 -6.335494
H 0.279842 -1.290719 -6.442656
H -1.086761 -2.149719 -4.832300
C 4.813630 -3.057184 1.089319
C 3.501439 -2.552471 1.513792
N 3.356898 -2.413821 2.843615
O 2.648216 -2.215564 0.635949
H 5.222536 -3.532903 1.977058
H 5.506207 -2.255173 0.742446
H 4.726111 -3.718350 0.244709
H 4.128791 -2.439753 3.476229
H 2.459059 -2.139649 3.260813

Forces on the atoms, in the same order (eV/Å):
-0.10 0.80 1.29
1.42 -0.37 -0.71
-0.94 0.06 -2.30
-1.36 -0.32 1.99
1.83 0.30 -0.41
0.55 0.11 0.20
-0.92 -0.72 1.91
0.68 0.35 -1.50
-1.47 0.27 -1.71
0.82 -0.10 0.38
-1.31 0.78 0.01
0.55 -0.04 1.00
0.62 0.02 0.35
-1.38 0.23 -0.25
-0.33 -4.12 -0.94
-1.57 1.23 0.67
-1.57 0.10 -0.90
0.35 -1.31 0.34
-0.72 0.93 1.02
0.96 -1.07 -1.07
-0.87 0.57 0.35
0.92 0.10 -1.43
1.37 0.43 0.51
-0.24 0.19 -0.36
1.17 -1.50 1.84
-0.35 1.32 0.03
0.30 -0.58 -0.27
0.49 0.98 -1.31
1.01 0.16 0.63
2.32 5.40 2.24
-1.25 -0.17 2.13
-0.45 -0.41 0.74
-0.58 0.15 0.98
1.17 0.80 -2.55
0.25 -1.15 -2.25
2.43 1.33 1.18
0.34 -0.58 1.06
0.07 1.57 -0.36
0.50 -0.54 0.00
-0.18 -0.91 -0.37
0.12 0.93 0.16
-2.02 0.61 -0.38
-3.17 -2.39 -0.36
1.92 1.90 -0.09
-0.29 0.04 -0.10
-1.65 0.95 0.19
1.42 0.13 1.53
0.47 0.40 -0.71
0.26 -0.79 0.23
0.36 -0.27 0.33
0.49 -0.67 0.21
1.44 -0.83 -0.40
0.30 -0.20 -0.28
-0.86 0.53 -0.73
0.00 -0.03 0.12
-0.63 -0.30 0.38
-0.68 0.23 0.07
-1.28 0.35 -1.36
0.40 0.26 -0.15
0.15 0.22 0.17
-0.01 -0.39 1.02
-0.70 -0.55 0.30
0.02 -0.16 -0.91
-0.36 -0.72 -0.04
-0.08 -0.30 0.01
0.37 -0.45 0.08
-0.52 -0.33 0.15
-0.35 -0.33 -0.26
-0.56 0.32 0.42
0.08 0.18 -0.31
-0.20 -0.80 0.66
1.11 0.03 -1.12
-1.00 -0.46 0.51
-0.61 0.60 0.53
0.98 0.11 0.30
-0.40 -0.15 -0.25
0.06 -0.07 -1.19
0.62 -0.99 -0.17
0.49 0.39 0.34
-0.13 -0.68 0.60
-0.38 -0.98 -0.22
0.18 0.23 0.52
-0.32 -0.25 -0.46
-0.89 -0.62 -1.90
0.68 0.04 0.28
0.37 -1.31 0.91
-0.34 1.38 -0.98
-1.63 0.19 -2.01
2.41 0.10 1.45
-1.01 -0.28 0.14
0.45 -0.03 -2.07
-0.48 0.10 -0.46
-0.21 0.64 0.29
0.17 0.15 -0.01
-0.30 0.56 -0.51
-0.27 0.18 -0.96
-0.09 0.08 0.34
0.93 1.17 1.60
0.24 -0.66 0.57
0.01 -0.56 0.78
0.45 -0.10 0.24
-0.57 -0.37 0.40
0.17 -0.22 -0.23
0.84 0.04 1.06
1.25 0.35 0.11
-1.04 1.42 -0.51
-1.59 0.55 -0.59
0.35 -0.70 1.22
0.60 -0.35 -0.43
-0.63 -0.29 0.44
-0.14 -0.49 -0.10
0.41 -0.40 -0.01
0.30 -0.25 -0.52

Summary:
Electronic energy, eV: -133420.643
Gap between HOMO and LUMO, hartree: 0.191
Total charge: +2
HOMO, eV: -11.036
Molar mass, g/mol: 1060.09

---

Entry from the OMol25 dataset: a 2-piece molecular cluster, CH2FO2S overall at a distorted geometry (ωB97M-V/def2-TZVPD).

Cartesian coordinates (Å):
C 0.163946 -0.517799 0.042523
O 2.449877 -0.645595 1.266118
O 2.391643 -0.649792 -1.197072
F 2.151576 1.976078 -0.216073
S 1.811270 -0.211031 0.056120
H 0.023654 -0.063815 -1.006087
H -0.468400 0.124180 0.837550

Forces on the atoms, in the same order (eV/Å):
-1.05 3.34 -0.32
0.67 1.07 0.41
0.20 0.82 0.53
-0.27 -2.20 0.52
-0.46 -0.71 -0.77
-0.75 -0.79 1.31
1.67 -1.52 -1.67

Summary:
Electronic energy, eV: -18715.989
Gap between HOMO and LUMO, hartree: 0.320
Total charge: -1
HOMO, eV: -4.781
Molar mass, g/mol: 97.09

---

Entry from the OMol25 dataset: a 2-piece molecular cluster, C4H8OS overall at a distorted geometry (ωB97M-V/def2-TZVPD).

Cartesian coordinates (Å):
C 2.341974 0.064984 0.813217
C -0.698410 1.474399 0.188317
C -0.591767 -1.026893 -0.134240
C -0.111977 0.330379 -0.403050
O 3.171801 -0.714806 0.479074
S -2.312541 -1.416157 -0.700962
H 2.452644 0.944689 1.406351
H -0.080468 1.770419 1.043097
H -1.722917 1.120107 0.493638
H -0.615963 2.170783 -0.623505
H -0.004464 -1.888286 -0.653796
H -0.617837 -1.179714 0.888585
H 0.642687 0.415874 -1.135942
H -1.852761 -2.065780 -1.660783

Forces on the atoms, in the same order (eV/Å):
-0.21 -2.19 -1.64
-1.00 -0.14 0.84
0.73 -1.66 -2.36
1.83 -2.90 -0.57
-0.72 0.97 0.51
-1.08 1.66 2.09
0.45 1.27 0.96
-0.43 0.48 0.18
0.67 1.33 -0.13
-0.79 1.30 0.21
-0.56 1.84 1.24
0.00 -0.65 2.14
0.45 0.27 -0.95
0.65 -1.58 -2.53

Summary:
Electronic energy, eV: -17155.745
Gap between HOMO and LUMO (alpha / beta), hartree: 0.315 / 0.287
HOMO (alpha / beta), eV: -8.207 / -7.482
Molar mass, g/mol: 104.17

---

> What is the formula in the first record?

C53H49Cl3InN2O2P3

---

> Among the records above, which one has the lowest molar mass?

CH2FO2S

---

What did the second record say?
Entry from the OMol25 dataset: a 2-piece molecular cluster, CH2FO2S overall at a distorted geometry (ωB97M-V/def2-TZVPD).

Cartesian coordinates (Å):
C 0.163946 -0.517799 0.042523
O 2.449877 -0.645595 1.266118
O 2.391643 -0.649792 -1.197072
F 2.151576 1.976078 -0.216073
S 1.811270 -0.211031 0.056120
H 0.023654 -0.063815 -1.006087
H -0.468400 0.124180 0.837550

Forces on the atoms, in the same order (eV/Å):
-1.05 3.34 -0.32
0.67 1.07 0.41
0.20 0.82 0.53
-0.27 -2.20 0.52
-0.46 -0.71 -0.77
-0.75 -0.79 1.31
1.67 -1.52 -1.67

Summary:
Electronic energy, eV: -18715.989
Gap between HOMO and LUMO, hartree: 0.320
Total charge: -1
HOMO, eV: -4.781
Molar mass, g/mol: 97.09

---

> electronic energy of number 3 (C4H8OS)?

-17155.745 eV